Entry 1:
Density functional theory data (wB97M-V/def2-TZVPD) for 2 unconnected molecules or ions with the total composition C4H14N.

Positions of all 19 atoms, in Å:
C  2.78816  -0.31143  -1.47794
C  1.41124  -0.08623  -2.16487
H  2.73672  -0.94625  -0.59516
H  3.49069  -0.76066  -2.16936
H  3.23078  0.63524  -1.18113
H  0.61918  -0.50279  -1.54240
H  1.42753  -0.53245  -3.15084
H  1.25291  0.98150  -2.28382
C  -0.98497  -0.33821  1.26988
C  -0.56049  1.07063  1.67275
N  -2.40616  -0.32172  0.74013
H  -0.35646  -0.71824  0.47374
H  -0.90102  -1.06248  2.07150
H  -1.38173  1.64930  2.11248
H  -0.12883  1.60907  0.82159
H  -2.87254  -1.22545  0.83975
H  -2.93373  0.40786  1.21929
H  -2.35477  -0.09015  -0.25278
H  0.23722  1.01911  2.40587

Cartesian forces (eV/Å) of the 6 atoms listed first:
-0.2 0.2 -0.2
1.0 0.1 0.6
-0.1 -0.1 0.0
0.1 -0.2 -0.1
0.0 0.1 0.1
-0.2 -0.1 -0.3

**HOMO**: -14.7371 eV
**Energy relative to the best compared isomer or geometry (same formula, charge and spin)**: 14.27 kcal/mol
**Total charge**: +1
**HOMO-LUMO gap**: 0.400 Eh

---

Entry 2:
Density functional theory data (wB97M-V/def2-TZVPD) for 2 unconnected molecules or ions with the total composition C4H14N.

Positions of all 19 atoms, in Å:
C  -1.76103  1.54801  0.73879
C  -1.91509  0.74589  2.03226
H  -2.35162  1.09276  -0.04419
H  -2.01701  2.59193  0.90135
H  -0.73852  1.66049  0.37398
H  -1.48336  1.31987  2.84899
H  -1.48437  -0.25306  1.95687
H  -2.98745  0.59606  2.14751
C  0.75552  -0.43992  -1.10618
C  1.36748  -0.11084  0.21452
N  1.49061  -1.61718  -1.81210
H  -0.24986  -0.83760  -0.99400
H  0.79048  0.35857  -1.84591
H  1.38923  -0.94346  0.91766
H  0.55501  0.43794  0.70610
H  1.16288  -2.52583  -1.49058
H  1.38022  -1.54249  -2.82243
H  2.48588  -1.52882  -1.60212
H  2.26089  0.49581  0.23377

Cartesian forces (eV/Å) of the 6 atoms listed first:
0.6 0.2 0.1
-0.1 0.3 -0.8
-0.2 0.2 -0.3
-0.6 0.0 -0.1
0.1 -0.3 0.0
-0.1 -0.4 0.3

**HOMO**: -14.7058 eV
**Energy relative to the best compared isomer or geometry (same formula, charge and spin)**: 16.64 kcal/mol
**Total charge**: +1
**HOMO-LUMO gap**: 0.399 Eh

---

Entry 3:
Density functional theory data (wB97M-V/def2-TZVPD) for 2 unconnected molecules or ions with the total composition C4H14N2.

Positions of all 20 atoms, in Å:
C  2.05671  -0.27065  -0.81779
C  1.95296  -0.88299  0.61569
N  0.94170  -0.40808  1.58005
H  1.82776  0.74771  -0.53123
H  1.29242  -0.67391  -1.44581
H  3.08637  -0.34999  -1.26116
H  2.89092  -0.69981  1.12662
H  1.95252  -1.97239  0.42962
H  0.52727  -1.17726  2.08752
H  0.17176  0.20104  1.17830
C  -2.30476  0.01744  0.54879
N  -1.09429  0.81082  0.19761
C  -1.03650  0.95110  -1.25180
H  -2.07135  -1.08309  0.56972
H  -3.00456  0.20101  -0.25238
H  -2.77644  0.11669  1.51979
H  -1.34028  1.68978  0.64319
H  -0.16344  1.46165  -1.65091
H  -0.96046  -0.06625  -1.63595
H  -1.94830  1.38719  -1.64986

Cartesian forces (eV/Å) of the 6 atoms listed first:
0.4 0.5 2.1
1.0 -1.2 -0.2
-0.6 0.6 -0.8
0.1 0.8 -1.0
-0.3 -0.1 -0.6
-1.1 0.0 0.5

**HOMO**: -8.0251 eV
**SMILES string**: CCN.CNC
**Energy relative to the best compared isomer or geometry (same formula, charge and spin)**: 32.68 kcal/mol
**HOMO-LUMO gap**: 0.329 Eh

---

Entry 4:
Density functional theory data (wB97M-V/def2-TZVPD) for a gas-phase ion, C4H14N2 (charge +2).

Positions of all 20 atoms, in Å:
C  -1.99403  -0.14260  -0.55652
C  -0.60724  -0.63356  -0.16182
N  -0.80681  -1.91173  0.69112
C  0.16309  0.41542  0.69399
C  1.61225  0.71317  0.33305
N  1.77747  1.41984  -0.98688
H  -1.92740  0.85334  -0.97579
H  -2.60333  -0.04717  0.34482
H  -2.54130  -0.79771  -1.23155
H  0.03706  -0.97946  -0.96920
H  -1.27425  -2.62215  0.12019
H  0.07050  -2.26636  1.07592
H  -1.42045  -1.69591  1.48396
H  -0.37514  1.36913  0.73115
H  0.12536  0.11338  1.73848
H  2.35746  -0.07550  0.42193
H  1.98242  1.41742  1.09174
H  1.48613  2.39547  -0.86875
H  1.17121  1.04310  -1.72520
H  2.76700  1.43190  -1.25064

Cartesian forces (eV/Å) of the 6 atoms listed first:
0.1 -0.2 0.2
0.2 0.1 0.8
-0.1 0.7 -0.2
-0.3 -0.2 -0.2
0.5 0.5 1.3
-0.5 0.3 0.4

**HOMO**: -20.7859 eV
**SMILES string**: C[C@H]([NH3+])CC[NH3+]
**Energy relative to the best compared isomer or geometry (same formula, charge and spin)**: 11.22 kcal/mol
**Total charge**: +2
**HOMO-LUMO gap**: 0.503 Eh

---

Entry 5:
Density functional theory data (wB97M-V/def2-TZVPD) for 2 unconnected molecules or ions with the total composition C4H14N2O.

Positions of all 21 atoms, in Å:
N  0.68342  -1.66870  0.07151
C  0.40302  -0.60003  -1.09089
C  1.69962  -0.64685  -1.96338
C  0.09184  0.93173  -0.66566
N  -0.79911  0.91481  0.60341
C  -2.14098  1.59702  0.47622
H  1.53161  -1.32580  0.62727
H  -0.17723  -1.68042  0.64562
H  -0.53740  -0.86561  -1.66331
H  1.87827  -1.73257  -2.18576
H  2.68145  -0.46849  -1.43945
H  1.48538  -0.09613  -2.84559
H  -0.47942  1.41314  -1.41603
H  1.12663  1.30714  -0.41018
H  -0.93122  -0.04076  1.11886
H  -1.89833  2.53325  -0.15998
H  -2.81940  0.96047  -0.01231
H  -2.51044  1.94098  1.46996
H  0.40966  -1.60031  2.98865
H  0.37287  -0.06465  3.16234
O  -0.07023  -0.80821  2.68868

Cartesian forces (eV/Å) of the 6 atoms listed first:
-0.4 2.4 -1.9
0.8 -0.1 1.3
-0.4 -2.4 1.3
0.4 -3.5 3.8
-0.6 -0.7 0.0
3.3 1.7 -0.1

**HOMO (spin up / spin down)**: 0.9667 / -4.7617 eV
**Multiplicity**: 2
**Energy relative to the best compared isomer or geometry (same formula, charge and spin)**: 43.57 kcal/mol
**Total charge**: -1
**HOMO-LUMO gap (spin up / spin down)**: 0.100 / 0.306 Eh

---

Entry 6:
Density functional theory data (wB97M-V/def2-TZVPD) for 2 unconnected molecules or ions with the total composition C4H14N2O.

Positions of all 21 atoms, in Å:
C  0.69202  -2.40688  -0.30380
C  -0.04348  -1.15335  -0.76809
C  -0.07785  -0.11237  0.34464
C  -0.95883  1.07317  0.06040
N  -2.39456  0.67621  0.03802
N  0.54007  -0.56712  -1.99437
H  0.70038  -2.41417  0.78697
H  1.75541  -2.38710  -0.58261
H  0.26240  -3.34487  -0.66106
H  -1.07968  -1.40836  -1.01266
H  -0.39991  -0.51592  1.31472
H  0.93775  0.24641  0.54406
H  -0.71892  1.55364  -0.87902
H  -0.80289  1.83301  0.84075
H  -2.47186  -0.04353  0.76682
H  -2.91717  1.41182  0.52582
H  1.39575  -1.04289  -2.25731
H  -0.07738  -0.70693  -2.78388
H  1.46837  2.98119  1.35566
H  1.98002  3.00259  2.77782
O  2.21036  3.32543  1.88711

Cartesian forces (eV/Å) of the 6 atoms listed first:
0.4 0.0 0.3
-0.2 0.0 -0.1
0.3 0.5 0.1
-0.6 0.3 0.3
-0.1 -0.2 0.9
0.0 -0.2 -0.3

**HOMO (spin up / spin down)**: 1.1262 / -6.0075 eV
**Multiplicity**: 2
**Energy relative to the best compared isomer or geometry (same formula, charge and spin)**: 5.87 kcal/mol
**Total charge**: -1
**HOMO-LUMO gap (spin up / spin down)**: 0.093 / 0.351 Eh